{
  "formula": "C3H10N2O",
  "method": "the ωB97M-V functional and the def2-TZVPD basis",
  "smiles": "[H]/N=C/NCC.O",
  "e_above_lowest_ev": 0.9156,
  "homo_ha": -0.347,
  "total_charge": 0,
  "max_force_ev_per_a": 1.28,
  "species": ["H", "N", "C", "N", "C", "C", "H", "H", "H", "H", "H", "H", "H", "O", "H", "H"],
  "xyz": [[2.81274, 0.85158, 1.20591], [2.29779, 0.39960, 0.45640], [1.26550, -0.16167, 0.95745], [0.16745, -0.53053, 0.18403], [-1.08936, -0.01296, 0.71320], [-2.28025, -0.63330, 0.00908], [1.15191, -0.28509, 2.03467], [0.33222, -0.16580, -0.75158], [-1.17361, -0.23028, 1.77861], [-1.18955, 1.08230, 0.63467], [-2.09808, -1.65626, -0.29749], [-3.24280, -0.62933, 0.52689], [-2.49725, -0.09085, -0.91836], [1.58171, 0.90968, -2.27153], [1.97984, 0.27349, -2.87848], [1.98176, 0.87945, -1.38347]],
  "forces_ev_per_a": [[0.59, -0.60, -0.07], [-0.52, 0.35, 0.16], [-0.34, 0.71, -0.41], [0.78, 0.40, 0.44], [-1.06, -0.11, 0.50], [-0.64, 0.09, -1.11], [-0.26, -0.09, 0.02], [-0.09, -0.25, -0.22], [0.34, -0.16, 0.07], [0.37, -0.16, -0.05], [0.23, -0.27, 0.16], [0.36, 0.18, 0.47], [0.18, -0.04, -0.02], [-0.64, 0.24, -0.39], [0.17, 0.13, 0.60], [0.53, -0.41, -0.16]]
}